<w>
The following is a DFT calculation (the ωB97M-V functional and the def2-TZVPD basis) of C3H6N2OS in the gas phase.

Computed properties:
HOMO-LUMO gap (spin up / spin down), eV: 8.176 / 6.841

Geometry (Å):
1 C -0.01763 -0.23852 -0.92489
2 C -1.43372 0.23748 -0.84483
3 C 0.11404 1.05734 1.01146
4 N 1.29292 -1.20681 0.90646
5 N 0.69183 0.11216 0.20939
6 O 1.45539 -1.13780 2.16625
7 S -1.49558 1.46106 0.57343
8 H 0.13263 -1.22436 -1.13775
9 H 0.39919 0.31359 -1.73119
10 H -1.77927 0.88709 -1.64775
11 H -2.30082 -0.43245 -0.71389
12 H 0.70511 1.54864 1.73996
13 H 2.23592 -1.37742 0.39334

Charges obtained by Mulliken population analysis, quoted in units of e:
1 C -0.645
2 C -0.429
3 C -0.199
4 N 0.002
5 N -0.025
6 O -0.537
7 S -0.148
8 H 0.426
9 H 0.261
10 H 0.311
11 H 0.320
12 H 0.434
13 H 0.230

=====

<x>
The following is a DFT calculation (the ωB97M-V functional and the def2-TZVPD basis) of C3H6N2OS in the gas phase.

Computed properties:
HOMO-LUMO gap, eV: 9.234
SMILES: OC/C=N\NC=S

Geometry (Å):
1 O -2.43313 -0.95645 -0.11673
2 C -1.04863 -0.81641 -0.02503
3 C -0.69754 0.36383 0.87689
4 N 0.20825 1.26010 0.76051
5 N 1.12021 1.07620 -0.26539
6 C 2.05914 0.10651 -0.34992
7 S 2.13742 -1.30844 0.44484
8 H -2.84512 -0.25000 -0.67445
9 H -0.68406 -1.70058 0.43546
10 H -0.54019 -0.70239 -1.02389
11 H -1.40635 0.54149 1.69902
12 H 1.37123 1.95455 -0.64058
13 H 2.75877 0.43157 -1.12074

Charges obtained by Mulliken population analysis, quoted in units of e:
1 O -0.536
2 C -0.467
3 C 0.138
4 N -0.572
5 N 0.002
6 C -0.111
7 S -0.306
8 H 0.324
9 H 0.302
10 H 0.284
11 H 0.382
12 H 0.262
13 H 0.300

=====

<y>
The following is a DFT calculation (the ωB97M-V functional and the def2-TZVPD basis) of C3H6N2OS in the gas phase.

Computed properties:
HOMO-LUMO gap, eV: 7.969
SMILES: CNNC(=S)C=O

Geometry (Å):
1 C -1.52474 -0.62657 0.59751
2 N -0.81656 -0.62075 -0.67131
3 N 0.54332 -0.75839 -0.62051
4 C 1.48975 0.11887 -0.20202
5 S 3.06836 -0.34062 0.06827
6 C 1.01977 1.54315 -0.00795
7 O -0.09187 1.98775 -0.27547
8 H -2.55403 -0.33484 0.41364
9 H -1.62488 -1.65446 0.98920
10 H -1.13960 0.01801 1.40463
11 H -1.08449 0.17770 -1.22881
12 H 0.90092 -1.69050 -0.87157
13 H 1.81404 2.18065 0.40438

Charges obtained by Mulliken population analysis, quoted in units of e:
1 C -0.771
2 N -0.587
3 N 0.051
4 C 0.239
5 S -0.313
6 C 0.072
7 O -0.476
8 H 0.336
9 H 0.289
10 H 0.278
11 H 0.309
12 H 0.214
13 H 0.359

=====

<z>
The following is a DFT calculation (the ωB97M-V functional and the def2-TZVPD basis) of C3H6N2OS in the gas phase.

Computed properties:
HOMO-LUMO gap, eV: 9.612
SMILES: [H]/N=C1/CSCON1

Geometry (Å):
1 H 0.23714 -2.53655 -1.60702
2 N 0.25255 -1.58505 -1.93235
3 C -0.00573 -0.87038 -0.94043
4 C 0.05433 0.60176 -1.10704
5 S 0.78751 1.39856 0.33700
6 C -0.25224 0.58988 1.58862
7 O -1.12835 -0.32772 1.02869
8 N -0.39184 -1.31291 0.39157
9 H 0.65796 0.85053 -1.98237
10 H -0.94999 1.00892 -1.27721
11 H -0.80746 1.29886 2.19111
12 H 0.45804 0.09920 2.27603
13 H -0.97220 -2.11808 0.31655

Charges obtained by Mulliken population analysis, quoted in units of e:
1 H 0.231
2 N -0.621
3 C 0.377
4 C -0.457
5 S -0.168
6 C -0.175
7 O -0.246
8 N -0.405
9 H 0.334
10 H 0.239
11 H 0.333
12 H 0.245
13 H 0.313

=====

Name the least stable of them. <w>.

=====

<w>
The following is a DFT calculation (the ωB97M-V functional and the def2-TZVPD basis) of C3H6N2OS in the gas phase.

Computed properties:
HOMO-LUMO gap, eV: 9.638
SMILES: NS/C=N\CC=O

Geometry (Å):
1 N -2.47943 0.27724 -0.33251
2 S -0.93957 -0.54726 -0.30958
3 C 0.06068 0.85955 -0.15733
4 N 1.32118 0.80577 -0.11682
5 C 2.02775 -0.46331 -0.16478
6 C 2.36916 -0.89642 1.26024
7 O 2.43997 -2.08143 1.58597
8 H -2.79388 0.25233 0.63073
9 H -3.20608 -0.17458 -0.94923
10 H -0.53974 1.81806 -0.21196
11 H 2.74207 -0.27309 -0.91739
12 H 1.59620 -1.34817 -0.61167
13 H 1.98884 -0.18706 2.02341

Charges obtained by Mulliken population analysis, quoted in units of e:
1 N -0.553
2 S 0.000
3 C 0.054
4 N -0.564
5 C -0.633
6 C 0.153
7 O -0.473
8 H 0.267
9 H 0.267
10 H 0.406
11 H 0.461
12 H 0.327
13 H 0.289

=====

<x>
The following is a DFT calculation (the ωB97M-V functional and the def2-TZVPD basis) of C3H6N2OS in the gas phase.

Computed properties:
HOMO-LUMO gap, eV: 9.808
SMILES: [H]/N=C/N(C=O)SC

Geometry (Å):
1 H -0.46809 1.88244 -2.26863
2 N -0.54571 1.06392 -1.66292
3 C 0.53601 0.88708 -1.02657
4 N 0.70971 -0.17933 -0.13473
5 C 1.81399 -0.21452 0.72406
6 O 2.01721 -1.07046 1.54092
7 S -0.36603 -1.55396 -0.18657
8 C -1.71590 -0.85167 0.76988
9 H 1.41783 1.47988 -1.02384
10 H 2.50164 0.64578 0.60553
11 H -1.35156 -0.78666 1.78222
12 H -2.62406 -1.40439 0.62265
13 H -1.92504 0.10190 0.25800

Charges obtained by Mulliken population analysis, quoted in units of e:
1 H 0.243
2 N -0.562
3 C 0.105
4 N 0.011
5 C 0.133
6 O -0.472
7 S -0.007
8 C -0.746
9 H 0.265
10 H 0.216
11 H 0.233
12 H 0.355
13 H 0.225

=====

Name the least stable of them. <w>.

=====

<w>
The following is a DFT calculation (the ωB97M-V functional and the def2-TZVPD basis) of C4H7N3 in the gas phase.

Computed properties:
HOMO-LUMO gap (spin up / spin down), eV: 7.821 / 7.411

Geometry (Å):
1 C 2.48588 0.05503 0.21082
2 N 1.21453 -0.24196 0.56871
3 C 0.26619 0.57070 -0.13610
4 C -0.95403 -0.22464 0.09573
5 C -2.32614 0.01248 -0.43703
6 N -0.66424 -1.20176 0.92295
7 N 0.66488 -1.24421 1.21850
8 H 2.73902 -0.15998 -0.82460
9 H 3.31256 -0.18037 0.84950
10 H 1.09371 0.80037 -0.97802
11 H 0.22170 1.60089 0.23642
12 H -3.00461 -0.74137 -0.02838
13 H -2.70388 1.00848 -0.16605
14 H -2.34556 -0.05366 -1.53243

Charges obtained by Mulliken population analysis, quoted in units of e:
1 C -0.622
2 N 0.571
3 C -0.262
4 C 0.567
5 C -1.070
6 N -0.263
7 N -0.795
8 H 0.290
9 H 0.275
10 H 0.183
11 H 0.238
12 H 0.322
13 H 0.285
14 H 0.281

=====

<x>
The following is a DFT calculation (the ωB97M-V functional and the def2-TZVPD basis) of C4H7N3 in the gas phase.

Computed properties:
HOMO-LUMO gap, eV: 9.094

Geometry (Å):
1 C -1.23352 -0.32339 0.78405
2 C 0.60244 1.26632 0.61584
3 C 0.66982 -0.99542 -0.60076
4 C -0.09468 -0.00313 0.22933
5 N -2.41244 -0.47764 1.05570
6 N -3.35511 0.15301 -0.00647
7 N -3.00798 0.84701 -0.86223
8 H -0.08540 1.95703 1.09910
9 H 1.42794 1.05927 1.29838
10 H 1.00741 1.74019 -0.27703
11 H 0.17297 -1.96364 -0.60302
12 H 1.67883 -1.11613 -0.21411
13 H 0.73010 -0.63509 -1.62662
14 H -4.29872 -0.16657 0.27514

Charges obtained by Mulliken population analysis, quoted in units of e:
1 C 0.174
2 C -1.168
3 C -1.222
4 C 0.782
5 N -0.624
6 N 0.354
7 N -0.526
8 H 0.345
9 H 0.308
10 H 0.318
11 H 0.364
12 H 0.317
13 H 0.301
14 H 0.277

=====

<y>
The following is a DFT calculation (the ωB97M-V functional and the def2-TZVPD basis) of C4H7N3 in the gas phase.

Computed properties:
HOMO-LUMO gap, eV: 8.468
SMILES: Nc1c[nH]c(N)c1

Geometry (Å):
1 N -2.14924 0.90409 -0.36274
2 C -0.80910 0.49759 -0.33585
3 C -0.17364 -0.27931 -1.29069
4 N 1.12102 -0.44767 -0.86928
5 C 1.23275 0.00235 0.40956
6 N 1.70625 -1.08829 1.20731
7 C 0.09993 0.73819 0.71999
8 H -2.47792 1.07431 -1.30027
9 H -2.31605 1.70600 0.22839
10 H -0.50579 -0.63586 -2.24891
11 H 1.76471 -1.17601 -1.14336
12 H 1.76630 -0.79274 2.16834
13 H 0.87963 -1.66959 1.12689
14 H -0.13887 1.16693 1.69065

Charges obtained by Mulliken population analysis, quoted in units of e:
1 N -0.556
2 C 0.979
3 C -1.111
4 N -0.091
5 C 0.308
6 N -0.658
7 C -0.835
8 H 0.243
9 H 0.249
10 H 0.377
11 H 0.276
12 H 0.254
13 H 0.251
14 H 0.314

=====

Name the least stable of them. <w>.

=====

<w>
The following is a DFT calculation (the ωB97M-V functional and the def2-TZVPD basis) of C4H7N3 as an isolated structure.

Computed properties:
HOMO-LUMO gap (spin up / spin down), eV: 7.647 / 7.651

Geometry (Å):
1 C -1.35672 0.76319 -0.68412
2 C -1.05246 -1.01948 0.87211
3 N -0.56687 0.15429 0.40029
4 C 1.18659 -0.06274 -0.38350
5 N 1.25671 -1.27966 -0.69604
6 C 2.23925 0.90183 -0.47661
7 N 3.07277 1.71120 -0.50328
8 H -0.87349 1.60827 -1.19725
9 H -2.28243 1.07089 -0.20248
10 H -1.58203 -0.03618 -1.38772
11 H -1.04645 -1.79123 0.10755
12 H -0.73918 -1.30484 1.87344
13 H -0.36029 0.83749 1.11940
14 H 2.16012 -1.55487 -1.08872

Charges obtained by Mulliken population analysis, quoted in units of e:
1 C -0.926
2 C -0.800
3 N -0.057
4 C 0.358
5 N -0.522
6 C 0.190
7 N -0.410
8 H 0.297
9 H 0.391
10 H 0.340
11 H 0.312
12 H 0.276
13 H 0.301
14 H 0.252

=====

<x>
The following is a DFT calculation (the ωB97M-V functional and the def2-TZVPD basis) of a 2-piece molecular cluster, C4H7N3 overall.

Computed properties:
HOMO-LUMO gap, eV: 9.280

Geometry (Å):
1 C 0.37362 0.39371 -1.91491
2 C 0.46536 0.85614 0.61171
3 C 0.21847 0.17941 1.86346
4 C -0.82646 -1.41428 -0.80550
5 N 0.70094 1.37679 -2.45329
6 N 0.77011 1.94467 0.20666
7 N 0.22997 -0.47481 -1.00357
8 H -0.29070 0.87237 2.53642
9 H -0.38509 -0.71371 1.73598
10 H 1.17698 -0.09768 2.30256
11 H -0.54371 -2.08536 0.00995
12 H -1.78579 -0.93657 -0.56311
13 H -0.96486 -2.02160 -1.70300
14 H 0.86116 2.12091 -0.82335

Charges obtained by Mulliken population analysis, quoted in units of e:
1 C 0.611
2 C 0.601
3 C -0.908
4 C -0.820
5 N -0.717
6 N -0.472
7 N -0.427
8 H 0.307
9 H 0.265
10 H 0.256
11 H 0.239
12 H 0.328
13 H 0.367
14 H 0.371

=====

<y>
The following is a DFT calculation (the ωB97M-V functional and the def2-TZVPD basis) of C4H7N3 in the gas phase.

Computed properties:
HOMO-LUMO gap, eV: 9.219
SMILES: C=NN1C=NCC1

Geometry (Å):
1 C 1.19623 -1.93245 -1.39946
2 N 1.32390 -0.78765 -0.86937
3 N 0.26866 -0.30814 -0.11428
4 C -1.14646 -0.72051 0.41653
5 N -1.73593 0.37382 0.76624
6 C -0.90130 1.62931 0.78751
7 C 0.58889 1.09415 0.36200
8 H 0.18140 -2.44668 -1.03359
9 H 2.18363 -2.33040 -1.80745
10 H -1.89075 -1.55755 0.30061
11 H -1.04628 2.13433 1.79511
12 H -1.31855 2.24864 0.06548
13 H 1.29939 0.80617 1.22913
14 H 0.99716 1.79696 -0.49845

Charges obtained by Mulliken population analysis, quoted in units of e:
1 C -0.282
2 N -0.586
3 N 0.341
4 C -0.039
5 N -0.482
6 C -0.392
7 C -0.363
8 H 0.122
9 H 0.275
10 H 0.356
11 H 0.252
12 H 0.270
13 H 0.282
14 H 0.248

=====

<z>
The following is a DFT calculation (the ωB97M-V functional and the def2-TZVPD basis) of C4H7N3 in the gas phase.

Computed properties:
HOMO-LUMO gap (spin up / spin down), eV: 8.018 / 8.018

Geometry (Å):
1 C -1.01059 -0.49774 -1.38574
2 C -1.34870 -0.59397 0.02782
3 C 0.84551 0.81687 -0.93802
4 C 0.94565 0.02541 0.36073
5 N -0.00668 0.11417 -1.83446
6 N -0.30018 -0.23829 2.21439
7 N -0.38190 -0.16346 0.91436
8 H -1.78275 -0.97672 -2.09606
9 H -2.23019 -0.96531 0.53678
10 H 0.39942 1.80562 -0.70633
11 H 1.92761 0.88192 -1.24315
12 H 1.37471 -0.95114 0.24799
13 H 1.60888 0.37453 1.32569
14 H -1.23339 -0.59569 2.50626

Charges obtained by Mulliken population analysis, quoted in units of e:
1 C -0.179
2 C 0.029
3 C -0.369
4 C -0.593
5 N -0.569
6 N -1.018
7 N 0.612
8 H 0.277
9 H 0.353
10 H 0.293
11 H 0.294
12 H 0.333
13 H 0.327
14 H 0.210

=====

Name the least stable of them. <w>.